[1]
ORCA calculation (ωB97M-V with the def2-TZVPD basis set) on C6H14N2O as an isolated structure.

```
23
Properties=species:S:1:pos:R:3:forces:R:3:mulliken_charge:R:1
C -0.686137 -0.285081 1.021778 0.86 0.49 -1.59 1.153
C 1.061465 0.619511 -0.736300 -0.97 0.11 -0.82 0.363
C -1.747318 0.287632 1.905500 -1.02 -0.77 -0.65 -1.341
C 0.322565 -1.121029 1.717111 0.27 -1.30 -0.33 -1.444
C 1.014220 1.282064 -2.121177 0.16 0.19 0.29 -1.500
C -0.413485 0.583145 -0.200530 1.65 1.41 1.85 0.346
N -1.156077 -0.956583 -0.650009 -2.01 1.34 1.19 -0.655
N 1.730717 -0.671059 -0.753063 0.23 -0.19 -0.12 -0.517
O -1.032562 1.681663 -0.245723 -0.07 -1.15 -0.91 -0.797
H 1.603842 1.274883 -0.044603 -0.18 -0.06 0.02 0.241
H -1.092706 -1.612916 -1.423309 1.21 -0.56 0.46 0.169
H -2.143779 -0.720024 -0.703828 0.05 0.37 0.26 0.254
H 2.647491 -0.593031 -1.188468 -0.35 -0.13 -0.10 0.261
H 1.156085 -1.348108 -1.246649 0.40 0.09 -0.16 0.169
H -2.512069 0.787174 1.305179 0.02 -0.17 0.18 0.370
H -1.310870 1.086439 2.513703 0.33 -0.23 -0.18 0.332
H -2.164105 -0.480740 2.557927 -0.07 0.12 0.09 0.385
H -0.116708 -2.118508 1.835698 -0.06 0.10 0.43 0.331
H 0.585383 -0.727057 2.696954 -0.29 0.15 0.07 0.335
H 1.232580 -1.296741 1.143525 -0.22 0.36 0.08 0.472
H 2.026876 1.512383 -2.454603 0.05 -0.02 -0.08 0.411
H 0.437594 2.207271 -2.079488 0.04 -0.11 -0.02 0.354
H 0.557001 0.608713 -2.849624 -0.04 -0.02 0.03 0.306
```
Positions in Å, forces in eV/Å.

As for the max |F|: 0.0555 Eh/bohr. The total energy is -421.65706 Ha. Its charge is 0. The HOMO-LUMO gap is 0.32368 Eh. Its energy above the lowest of the compared OMol25 structures with the same formula, charge and spin is 376.0 kJ/mol.

[2]
ORCA calculation (ωB97M-V with the def2-TZVPD basis set) on a 2-piece molecular cluster, C6H14N2O overall.

```
23
Properties=species:S:1:pos:R:3:forces:R:3:mulliken_charge:R:1
C -1.138257 -1.591424 -1.387453 -0.21 -0.61 -0.20 -0.750
C -0.879543 -0.874430 2.027982 0.83 0.11 0.18 -1.770
C -0.628196 -0.168657 0.704799 -2.49 -1.72 -1.50 1.437
C -1.567801 0.760910 0.335648 0.88 -0.36 -0.20 -1.485
O -0.315741 -1.376638 -0.274526 0.18 2.13 1.69 -0.372
H -1.981678 -0.903134 -1.526602 0.55 0.31 0.07 0.371
H -1.621803 -2.573418 -1.297701 0.12 -0.07 0.10 0.246
H -0.476024 -1.654611 -2.259190 -0.34 0.31 -0.21 0.193
H -1.838532 -1.393079 2.024505 -0.05 0.14 -0.33 0.347
H -0.140699 -1.655468 2.205250 0.19 0.16 0.08 0.376
H -0.893891 -0.175340 2.864439 0.15 0.04 0.00 0.439
H -1.519456 1.221030 -0.640846 -0.36 -0.04 -0.17 0.441
H -2.346357 1.035441 1.030365 0.17 0.35 0.09 0.218
N 1.746294 0.259145 -1.714639 0.73 -0.14 0.23 -0.285
N 1.183885 2.232705 0.112812 -1.37 -0.46 -0.97 -0.646
C 1.850896 0.004714 -0.401734 -1.87 0.74 0.87 -0.296
C 1.170515 0.850772 0.530651 3.80 -0.57 -0.09 -0.121
H 2.082167 -0.434106 -2.365977 0.03 0.44 -0.04 0.246
H 1.697089 1.245583 -1.958956 -0.13 -0.34 -0.12 0.268
H 0.250996 2.468319 -0.220278 -0.03 0.47 0.27 0.214
H 1.535381 2.922810 0.760413 -0.29 -0.37 0.23 0.223
H 2.231773 -0.948491 -0.074888 -0.07 -0.21 -0.17 0.348
H 1.598983 0.747367 1.525927 -0.43 -0.33 0.20 0.359
```
Positions in Å, forces in eV/Å.

As for the max |F|: 0.0747 Eh/bohr. The total energy is -421.59645 Ha. Its charge is 0. The SMILES is C=C(C)OC.N/C=C\N. The HOMO-LUMO gap (alpha / beta) is 0.26841 / 0.26838 Eh. Its energy above the lowest of the compared OMol25 structures with the same formula, charge and spin is 535.1 kJ/mol.

[3]
ORCA calculation (ωB97M-V with the def2-TZVPD basis set) on a 2-piece molecular cluster, C6H14N2O2 overall.

```
24
Properties=species:S:1:pos:R:3:forces:R:3:mulliken_charge:R:1
C -1.264640 2.636278 0.628953 0.07 -0.27 0.17 -1.007
C 1.569156 1.650506 -1.679961 -0.19 -0.26 -0.18 -0.405
C -0.053587 1.893770 0.111669 0.13 0.36 -0.10 0.746
O 0.492808 1.002975 0.747585 -0.12 -0.06 -0.04 -0.676
N 0.412226 2.287646 -1.097789 -0.32 -0.12 0.33 -0.188
H -1.505300 3.531747 0.051706 -0.02 -0.14 0.08 0.376
H -0.110032 2.977132 -1.607335 0.13 0.02 -0.06 0.217
H 1.495724 0.570672 -1.578578 -0.02 -0.09 0.18 -0.104
H -2.103136 1.933210 0.613424 0.00 0.20 0.01 0.237
H -1.068994 2.899574 1.672392 -0.09 0.01 -0.19 0.279
H 1.560521 1.841869 -2.747980 0.34 0.29 -0.04 0.357
H 2.482458 1.971194 -1.178273 0.06 0.06 -0.27 0.255
C 1.174840 -2.567688 -0.712973 -0.31 -0.30 -0.54 -0.855
C -1.556158 -1.566733 1.680689 0.51 -0.01 0.58 -0.978
C -0.535385 -2.443721 0.991506 -0.19 -0.05 -0.54 0.663
O -0.190915 -3.527818 1.416263 -0.15 0.14 -0.05 -0.606
N -0.044141 -1.925986 -0.206259 0.95 0.20 0.76 -0.348
H 0.123788 -0.921557 -0.120557 -0.48 -0.20 0.00 0.341
H 1.787735 -3.037343 0.050245 -0.03 0.17 0.33 0.278
H -2.437062 -1.359757 1.090254 -0.14 -0.08 -0.32 0.297
H -1.084022 -0.618680 1.935393 0.02 0.16 -0.10 0.223
H 0.933678 -3.357482 -1.423894 -0.13 -0.01 -0.03 0.274
H 1.753909 -1.824102 -1.249413 0.13 0.11 -0.03 0.305
H -1.833463 -2.045713 2.612927 -0.16 -0.12 0.02 0.321
```
Positions in Å, forces in eV/Å.

As for the max |F|: 0.0240 Eh/bohr. The total energy is -497.03897 Ha. Its charge is 0. The SMILES is CNC(C)=O.CNC(C)=O. The HOMO-LUMO gap is 0.36417 Eh. Its energy above the lowest of the compared OMol25 structures with the same formula, charge and spin is 48.7 kJ/mol.

[4]
ORCA calculation (ωB97M-V with the def2-TZVPD basis set) on a 2-piece molecular cluster, C6H14N2O2 overall.

```
24
Properties=species:S:1:pos:R:3:forces:R:3:mulliken_charge:R:1
C -2.483595 2.175435 -1.377745 -0.16 0.41 -0.50 -1.151
C -2.221231 -1.599444 -0.989943 0.88 -0.19 -0.45 -0.768
C -2.042032 0.828284 -0.874681 1.40 -0.16 -1.79 0.595
O -1.050810 0.712011 -0.176406 -0.31 0.03 1.19 -0.635
N -2.556445 -0.280789 -1.485600 -0.36 0.12 0.47 -0.170
H -1.732715 2.955363 -1.273755 0.42 -0.42 0.41 0.308
H -3.100546 -0.234337 -2.327266 -0.25 0.37 0.17 0.238
H -2.232577 -1.582537 0.097412 -0.46 -0.33 -0.01 0.225
H -2.607435 2.093506 -2.462929 -0.59 0.06 0.16 0.362
H -3.356245 2.582652 -0.872700 -0.36 -0.33 -0.22 0.272
H -2.854999 -2.334593 -1.482309 -0.41 0.06 0.53 0.322
H -1.208846 -1.932682 -1.254352 0.09 0.43 -0.06 0.261
C 1.023619 -1.206257 2.355264 0.48 -0.46 -0.09 -0.939
C 2.627521 0.562412 -0.561915 0.69 0.30 -0.29 -1.002
C 2.489761 -0.181792 0.748261 -1.70 0.32 -0.72 0.633
O 3.447060 -0.470898 1.430502 0.48 -0.16 0.34 -0.640
N 1.208063 -0.490976 1.108617 0.57 -0.39 0.61 0.009
H 0.375408 -0.223811 0.599671 0.39 0.26 -0.21 0.351
H 1.270763 -0.612199 3.228127 -0.23 0.41 0.16 0.275
H 3.649489 0.379849 -0.891322 0.00 0.11 -0.11 0.325
H 0.004520 -1.582929 2.414618 0.03 0.02 0.06 0.292
H 1.747072 -2.030806 2.414861 -0.35 -0.04 -0.18 0.309
H 1.955369 0.304333 -1.374617 -0.30 -0.40 0.20 0.284
H 2.512795 1.640404 -0.433769 0.04 -0.03 0.30 0.245
```
Positions in Å, forces in eV/Å.

As for the max |F|: 0.0442 Eh/bohr. The total energy is -497.03046 Ha. Its charge is 0. The SMILES is CNC(C)=O.CNC(C)=O. The HOMO-LUMO gap is 0.34648 Eh. Its energy above the lowest of the compared OMol25 structures with the same formula, charge and spin is 71.1 kJ/mol.

[5]
ORCA calculation (ωB97M-V with the def2-TZVPD basis set) on one molecule with the formula C6H14N2O2.

```
24
Properties=species:S:1:pos:R:3:forces:R:3:mulliken_charge:R:1
C 0.210861 -1.654288 0.601290 0.02 0.19 -0.10 -1.104
C -1.414681 0.483839 1.657655 0.04 -0.05 -0.05 -1.576
N 0.613868 -0.324297 0.095559 -0.13 0.28 -0.15 0.705
C -0.358722 0.947970 0.687300 0.13 -0.28 -0.43 1.050
N 1.995138 -0.137065 0.435231 -0.34 0.00 -0.08 -0.935
C 0.336452 2.095052 0.918233 -0.06 -0.07 -0.05 -1.377
H 1.963382 0.577608 1.172576 -0.02 -0.01 -0.05 0.404
H 2.391881 0.345104 -0.373473 -0.03 0.00 -0.01 0.292
H -0.843571 -1.827755 0.415193 -0.01 0.02 -0.01 0.439
H 0.407437 -1.687534 1.669843 0.01 0.03 -0.01 0.316
H 0.815288 -2.413709 0.110353 0.00 0.02 -0.01 0.319
H -0.976758 0.019009 2.542452 0.01 0.02 -0.04 0.263
H -2.114462 -0.210264 1.198400 0.02 0.01 -0.01 0.384
H -1.984245 1.354122 1.981567 0.05 -0.01 -0.03 0.398
H 0.007611 2.752531 1.709392 -0.04 -0.04 0.00 0.309
H 1.067090 2.473401 0.216855 0.04 -0.03 -0.01 0.359
C -0.268422 -1.250010 -2.217223 -0.01 0.05 0.08 -1.258
C 0.415207 -0.126857 -1.479968 0.16 0.10 0.34 0.908
O -1.154126 0.807306 -0.860537 0.34 -0.08 0.28 -0.685
O 1.219852 0.611980 -1.996541 -0.24 -0.17 0.22 -0.660
H -1.070894 1.706874 -1.206428 0.03 -0.03 0.04 0.416
H 0.441620 -2.069262 -2.355585 -0.01 0.04 0.02 0.336
H -0.535822 -0.860694 -3.197280 0.02 0.00 0.03 0.336
H -1.163983 -1.613062 -1.724863 0.02 0.01 0.01 0.358
```
Positions in Å, forces in eV/Å.

As for the max |F|: 0.0102 Eh/bohr. The total energy is -496.86450 Ha. Its charge is 0. The HOMO-LUMO gap is 0.30548 Eh. Its energy above the lowest of the compared OMol25 structures with the same formula, charge and spin is 506.8 kJ/mol.

[6]
ORCA calculation (ωB97M-V with the def2-TZVPD basis set) on a 2-piece molecular cluster, C6H14N2O2 overall.

```
24
Properties=species:S:1:pos:R:3:forces:R:3:mulliken_charge:R:1
C 2.563702 0.658141 1.671864 0.14 0.28 -0.09 -1.256
C 1.028713 2.714087 -1.128688 0.13 -0.40 -0.01 -0.797
C 1.557938 1.095667 0.633151 0.10 -0.05 -0.04 0.717
O 0.475200 0.547589 0.493060 -0.05 0.00 -0.04 -0.664
N 1.930052 2.135561 -0.144952 -0.06 0.21 -0.06 -0.175
H 2.918650 1.531802 2.228856 0.00 -0.20 0.02 0.402
H 2.807679 2.592726 0.023605 0.02 -0.07 0.07 0.234
H 0.046609 2.865726 -0.689363 -0.04 0.19 0.06 0.254
H 2.093173 -0.049431 2.341262 -0.05 -0.06 0.10 0.298
H 3.426576 0.183856 1.197228 -0.08 0.04 0.00 0.318
H 1.459075 3.647616 -1.479057 -0.12 0.06 0.00 0.327
H 0.895828 2.038679 -1.975099 0.05 0.03 -0.04 0.245
C -3.246859 -0.530136 0.078087 -0.06 -0.02 -0.16 -0.973
C -0.231494 -2.728635 -0.620028 0.06 0.23 0.35 -0.828
C -1.670709 -2.362749 -0.320282 -0.08 -0.36 -0.17 0.772
O -2.531568 -3.225643 -0.211262 0.04 0.13 0.01 -0.670
N -1.926559 -1.042310 -0.209134 -0.05 0.22 -0.09 -0.073
H -1.166458 -0.380272 -0.264818 0.08 -0.17 0.15 0.257
H -3.934829 -1.368287 0.159337 0.07 -0.02 0.06 0.339
H 0.451771 -2.005049 -0.169218 0.00 -0.05 -0.08 0.119
H -3.243902 0.032365 1.012206 -0.06 0.03 0.00 0.298
H -3.596142 0.113887 -0.734019 0.01 0.04 0.10 0.305
H -0.053153 -3.714535 -0.197604 0.05 -0.02 -0.12 0.313
H -0.053293 -2.750656 -1.695130 -0.09 -0.05 -0.01 0.237
```
Positions in Å, forces in eV/Å.

As for the max |F|: 0.0082 Eh/bohr. The total energy is -497.04669 Ha. Its charge is 0. The SMILES is CNC(C)=O.CNC(C)=O. The HOMO-LUMO gap is 0.34753 Eh. Its energy above the lowest of the compared OMol25 structures with the same formula, charge and spin is 28.5 kJ/mol.

[7]
ORCA calculation (ωB97M-V with the def2-TZVPD basis set) on a 2-piece molecular cluster, C6H14N2O2 overall.

```
24
Properties=species:S:1:pos:R:3:forces:R:3:mulliken_charge:R:1
C 1.767390 -0.982894 0.153701 -0.09 0.11 0.04 -0.976
C 1.041118 0.590986 1.854130 -0.06 -0.04 -0.15 -0.943
C 0.539996 0.717634 -1.917081 -0.05 -0.04 0.08 -1.615
N 1.155469 0.307203 0.432564 -0.10 0.05 -0.07 0.185
C 0.247861 0.865795 -0.443112 -0.16 -0.04 0.24 0.623
O -0.255529 2.051104 -0.088973 0.06 -0.29 -0.05 -0.580
H 2.768107 -1.005047 0.590394 -0.05 0.02 0.00 0.353
H 1.849644 -1.161672 -0.912806 -0.02 0.03 -0.01 0.331
H 1.186364 -1.802489 0.595023 0.01 0.04 0.00 0.281
H 0.729265 1.618880 2.012131 -0.01 -0.01 -0.03 0.314
H 0.312143 -0.075259 2.336347 0.01 0.01 -0.02 0.298
H 2.013904 0.435656 2.322587 -0.03 -0.01 -0.04 0.345
H -0.143622 1.362244 -2.463459 0.00 -0.01 0.03 0.369
H 1.564112 1.042115 -2.121220 -0.04 -0.02 0.05 0.427
H 0.412721 -0.308987 -2.257323 -0.01 0.01 0.03 0.414
N -1.297074 -1.641414 -0.910290 0.02 -0.10 -0.04 -0.452
C -1.970730 0.000617 0.839360 0.24 0.24 -0.09 -0.187
C -1.602548 -0.314266 -0.478434 0.23 0.28 0.13 -0.249
O -2.173463 1.175597 1.251969 0.02 -0.24 -0.11 -0.655
H -1.074895 1.918530 0.524353 0.02 -0.10 0.01 0.519
H -2.018029 -2.032021 -1.506342 0.02 0.03 0.08 0.223
H -1.146171 -2.273985 -0.133032 -0.03 0.04 -0.02 0.180
H -1.932611 -0.824156 1.579102 -0.02 0.03 -0.02 0.330
H -1.973422 0.335829 -1.259588 0.01 0.04 -0.02 0.465
```
Positions in Å, forces in eV/Å.

As for the max |F|: 0.0074 Eh/bohr. The total energy is -496.94846 Ha. Its charge is 0. The HOMO-LUMO gap is 0.30147 Eh. Its energy above the lowest of the compared OMol25 structures with the same formula, charge and spin is 286.4 kJ/mol.

[8]
ORCA calculation (ωB97M-V with the def2-TZVPD basis set) on a 2-piece molecular cluster, C6H14N2O2 overall.

```
24
Properties=species:S:1:pos:R:3:forces:R:3:mulliken_charge:R:1
C -0.593718 -2.825217 1.594942 -0.26 0.13 0.04 -0.979
C -2.477992 0.435867 1.035127 0.27 0.43 -0.04 -0.798
C -0.839603 -1.377955 1.235901 0.15 -0.07 -0.27 0.634
O 0.083725 -0.649143 0.916756 0.07 0.14 0.14 -0.610
N -2.120274 -0.935651 1.323194 -0.06 0.00 -0.01 -0.203
H -0.003095 -2.815025 2.511813 0.06 -0.16 -0.10 0.245
H -0.032027 -3.299552 0.795490 0.15 0.00 0.04 0.264
H -2.855330 -1.617376 1.247553 0.04 -0.07 0.25 0.242
H -1.697952 1.126614 1.353392 0.16 -0.31 0.14 0.292
H -1.506990 -3.390669 1.770450 -0.05 0.01 0.04 0.344
H -2.595841 0.620609 -0.031958 -0.27 -0.05 -0.08 0.254
H -3.371066 0.700841 1.594260 -0.19 -0.06 -0.18 0.323
C 2.704482 2.025301 -0.115987 -0.02 -0.02 0.39 -0.882
C 0.238461 0.246885 -2.314879 -0.65 -0.21 -0.73 -0.746
C 1.190166 1.331706 -1.916550 0.16 0.10 0.30 0.650
O 1.080224 2.457319 -2.363814 -0.13 0.34 -0.03 -0.652
N 2.123932 1.022428 -0.978606 0.38 -0.22 0.04 -0.197
H 2.309893 0.067993 -0.719929 -0.58 -0.01 0.01 0.256
H 2.774363 2.973961 -0.638491 -0.03 0.01 0.02 0.299
H 2.102077 2.127329 0.799177 -0.03 0.20 -0.26 0.267
H -0.765493 0.670544 -2.258589 0.02 0.13 0.31 0.194
H 3.689111 1.717434 0.227701 0.18 -0.03 -0.24 0.331
H 0.305945 0.018824 -3.387704 0.42 -0.18 0.32 0.307
H 0.257001 -0.633068 -1.679249 0.23 -0.12 -0.12 0.167
```
Positions in Å, forces in eV/Å.

As for the max |F|: 0.0195 Eh/bohr. The total energy is -497.03439 Ha. Its charge is 0. The SMILES is CNC(C)=O.CNC(C)=O. The HOMO-LUMO gap is 0.35634 Eh. Its energy above the lowest of the compared OMol25 structures with the same formula, charge and spin is 60.7 kJ/mol.